{
  "formula": "C45H54Ge2N3PSTi",
  "method": "ωB97M-V with the def2-TZVPD basis set",
  "elements": ["Ti", "S", "C", "C", "C", "C", "C", "C", "C", "C", "C", "N", "H", "H", "H", "H", "H", "H", "C", "C", "N", "C", "C", "C", "C", "C", "C", "C", "C", "C", "N", "C", "H", "H", "H", "H", "H", "H", "H", "H", "C", "Ge", "C", "C", "Ge", "C", "C", "C", "C", "C", "C", "C", "C", "C", "C", "C", "C", "H", "H", "H", "H", "H", "H", "H", "H", "H", "H", "H", "H", "H", "H", "H", "H", "H", "H", "H", "C", "C", "C", "P", "C", "C", "C", "C", "C", "C", "H", "H", "H", "H", "H", "H", "H", "H", "H", "H", "H", "H", "H", "H", "H", "H", "H", "H", "H", "H", "H"],
  "positions_angstrom": [[-0.207850, -0.076497, 0.133696], [0.561701, 1.414213, 4.255988], [0.001840, -0.188411, 4.459600], [-0.243723, -0.821015, 3.277082], [0.013653, -0.000755, 2.144703], [0.470093, 1.250963, 2.539143], [0.873668, 2.241204, 1.569145], [1.355947, 3.507636, 1.884366], [1.710229, 4.382243, 0.876943], [1.601885, 3.953340, -0.445260], [1.146400, 2.685119, -0.696723], [0.776443, 1.817058, 0.275288], [-0.122280, -0.579635, 5.458155], [-0.590889, -1.844754, 3.236436], [1.438215, 3.791268, 2.925399], [2.083765, 5.371463, 1.104159], [1.882762, 4.601140, -1.263190], [1.107678, 2.311614, -1.712155], [-4.433127, -2.516615, 0.005986], [-3.477896, -1.570888, -0.370846], [-2.182217, -1.653918, -0.107153], [-1.774026, -2.771010, 0.554483], [-2.674704, -3.737428, 1.047928], [-4.043595, -3.585603, 0.764973], [-2.196213, -4.892864, 1.735025], [-0.873885, -5.156256, 1.780070], [0.056955, -4.276729, 1.150214], [1.402250, -4.651073, 0.992008], [2.210905, -3.860248, 0.223728], [1.713370, -2.652590, -0.259015], [0.486262, -2.196512, -0.040758], [-0.370399, -3.051116, 0.602970], [-5.462802, -2.382189, -0.293071], [-3.833532, -0.714235, -0.924515], [-4.749291, -4.329612, 1.110628], [-2.915072, -5.582450, 2.157141], [-0.502768, -6.070609, 2.223542], [1.757615, -5.579909, 1.418977], [3.228331, -4.144994, 0.004286], [2.353821, -2.059267, -0.886710], [2.536315, -1.670100, -3.283157], [3.520640, -0.054607, -2.698655], [2.846717, 1.474289, -3.748832], [5.473332, -0.254095, -2.793922], [3.054090, 0.332149, -0.063180], [3.681477, -0.995028, 1.274182], [4.700425, -1.831244, 0.822070], [5.367594, -2.659289, 1.710608], [5.008803, -2.675376, 3.051651], [3.978557, -1.859995, 3.500740], [3.318028, -1.020122, 2.616075], [4.050686, 1.933012, 0.475380], [4.327800, 2.220786, 1.814237], [5.086789, 3.331287, 2.147998], [5.590512, 4.161025, 1.154183], [5.337244, 3.876223, -0.182207], [4.561971, 2.777737, -0.513934], [2.575698, -1.673904, -4.373808], [1.489231, -1.662490, -2.981466], [3.012835, -2.584681, -2.933480], [3.295199, 1.363031, -4.738105], [3.146661, 2.443818, -3.356670], [1.764134, 1.440179, -3.867902], [5.756099, -0.129964, -3.840532], [5.789796, -1.242580, -2.466931], [5.988939, 0.500988, -2.203206], [4.986034, -1.828478, -0.227548], [6.171488, -3.291933, 1.358087], [5.539378, -3.314700, 3.743993], [3.698894, -1.864018, 4.546120], [2.524099, -0.381171, 2.975741], [3.961038, 1.567653, 2.598072], [5.302280, 3.549343, 3.185874], [6.196408, 5.016873, 1.420169], [5.746125, 4.508206, -0.959593], [4.366764, 2.560314, -1.559095], [-2.992326, 4.393958, -0.708809], [-1.987896, 3.567379, 0.093295], [-1.942608, 4.094332, 1.535299], [-2.240418, 1.703609, 0.040499], [-2.632806, 1.281997, -1.758090], [-3.946863, 1.737007, -2.395757], [-1.419658, 1.640842, -2.625156], [-3.666266, 1.488236, 1.265343], [-3.546994, 0.249427, 2.161965], [-5.101071, 1.614375, 0.754237], [-2.790117, 5.449726, -0.522533], [-4.020373, 4.199396, -0.406991], [-2.902345, 4.236525, -1.779756], [-1.004540, 3.718119, -0.354645], [-2.948658, 4.279377, 1.910907], [-1.420489, 5.051868, 1.550625], [-1.430051, 3.420608, 2.223388], [-2.644886, 0.191951, -1.743676], [-3.917502, 2.777231, -2.703968], [-4.793825, 1.600453, -1.732269], [-4.133009, 1.134386, -3.286583], [-1.192924, 2.707785, -2.618492], [-1.626476, 1.361191, -3.658824], [-0.528547, 1.074867, -2.301917], [-3.474954, 2.348455, 1.907824], [-4.082436, -0.599198, 1.746322], [-4.000616, 0.471781, 3.128708], [-2.514917, -0.037013, 2.341192], [-5.423179, 0.727577, 0.208096], [-5.252390, 2.496364, 0.136393], [-5.754659, 1.714270, 1.622251]],
  "forces_ev_per_angstrom": [[-2.112, -0.906, 0.109], [-0.069, -0.053, -0.420], [0.010, 0.062, 0.046], [0.013, -0.114, 0.092], [0.360, 0.160, 0.230], [-0.069, -0.509, 0.363], [0.279, 0.340, -0.191], [-0.171, -0.134, 0.059], [0.007, -0.177, -0.168], [-0.037, 0.225, 0.086], [0.149, -0.226, -0.164], [0.892, 0.704, 0.088], [0.004, -0.016, 0.004], [-0.032, 0.015, -0.024], [-0.011, 0.040, 0.001], [0.009, 0.008, 0.037], [-0.002, -0.035, -0.045], [-0.047, 0.028, 0.034], [-0.063, -0.223, 0.109], [0.000, 0.135, -0.176], [0.271, 0.289, 0.066], [-0.228, -0.241, 0.056], [0.087, 0.178, 0.001], [0.063, 0.204, -0.102], [0.163, -0.120, 0.025], [-0.172, -0.039, 0.018], [-0.036, 0.270, 0.030], [0.027, 0.157, -0.159], [-0.009, -0.173, 0.084], [0.062, -0.076, -0.081], [0.146, -0.010, 0.007], [0.020, -0.359, 0.067], [-0.006, 0.050, 0.001], [0.045, 0.001, 0.097], [-0.030, 0.009, -0.001], [-0.014, -0.002, -0.005], [0.011, 0.021, 0.056], [0.008, -0.017, -0.003], [0.030, 0.034, -0.030], [-0.031, 0.161, 0.093], [0.322, 0.330, 0.115], [-0.540, -0.171, -0.215], [0.153, -0.193, 0.355], [-0.255, 0.088, 0.324], [2.373, 0.383, -0.145], [-0.654, 0.241, 0.033], [-0.124, 0.216, -0.349], [0.118, -0.055, 0.047], [-0.023, 0.029, -0.049], [0.001, 0.009, 0.030], [-0.051, 0.037, -0.029], [-0.493, -0.270, -0.172], [-0.015, -0.079, 0.070], [0.016, 0.021, 0.121], [-0.013, -0.079, -0.049], [0.046, 0.033, -0.054], [-0.046, -0.080, -0.110], [0.006, 0.030, -0.019], [0.006, 0.024, -0.019], [-0.022, -0.013, -0.002], [-0.005, -0.014, -0.016], [-0.016, 0.006, -0.012], [-0.011, -0.032, 0.026], [-0.089, 0.022, -0.038], [-0.040, -0.014, 0.013], [0.012, 0.006, -0.009], [0.066, -0.067, 0.021], [0.013, 0.013, -0.018], [-0.020, -0.023, 0.003], [0.003, -0.015, 0.005], [-0.035, 0.006, 0.091], [0.048, 0.029, 0.022], [-0.004, -0.031, 0.009], [-0.004, 0.010, -0.002], [0.008, -0.006, 0.000], [0.012, 0.102, 0.014], [0.057, -0.044, -0.058], [0.179, -0.296, 0.074], [0.090, -0.055, -0.067], [-0.762, 0.136, -0.414], [-0.017, 0.027, 0.273], [0.043, -0.089, -0.022], [-0.213, -0.006, 0.104], [0.226, -0.324, -0.130], [-0.012, 0.179, 0.093], [0.082, 0.216, 0.041], [-0.028, 0.016, 0.021], [-0.013, 0.015, -0.011], [-0.016, 0.011, -0.016], [-0.030, 0.030, 0.006], [0.015, 0.003, 0.041], [0.002, 0.007, -0.005], [-0.058, 0.008, 0.078], [0.087, 0.104, -0.078], [-0.044, 0.017, -0.011], [-0.036, 0.022, -0.041], [0.040, 0.034, -0.045], [0.083, -0.009, 0.069], [0.084, -0.076, -0.004], [0.058, 0.081, -0.138], [0.021, -0.028, -0.058], [-0.006, -0.009, 0.041], [-0.030, -0.013, 0.001], [0.033, -0.037, 0.058], [0.013, 0.010, -0.052], [-0.081, -0.035, -0.023], [-0.029, -0.048, -0.007]],
  "lowdin_spin": [0.90, 0.00, 0.00, 0.00, -0.01, 0.00, 0.01, 0.00, 0.01, 0.00, 0.00, 0.01, 0.00, 0.00, 0.00, 0.00, 0.00, 0.00, 0.00, 0.00, 0.00, 0.00, 0.00, 0.00, 0.00, 0.00, 0.00, 0.00, 0.00, 0.01, 0.00, 0.00, 0.00, 0.00, 0.00, 0.00, 0.00, 0.00, 0.00, 0.00, 0.00, 0.02, 0.00, 0.01, 0.03, 0.00, 0.00, 0.00, 0.00, 0.00, 0.00, 0.00, 0.00, 0.00, 0.00, 0.00, 0.00, 0.00, 0.00, 0.00, 0.00, 0.00, 0.00, 0.00, 0.00, 0.00, 0.00, 0.00, 0.00, 0.00, 0.00, 0.00, 0.00, 0.00, 0.00, 0.00, 0.00, 0.00, 0.00, -0.01, 0.00, 0.00, 0.00, 0.00, 0.00, 0.00, 0.00, 0.00, 0.00, 0.00, 0.00, 0.00, 0.00, 0.00, 0.00, 0.00, 0.00, 0.00, 0.00, 0.00, 0.00, 0.00, 0.00, 0.00, 0.00, 0.00, 0.00],
  "homo_lumo_gap_ev": [6.22, 6.22],
  "homo_ev": [-16.0, -16.1],
  "e_tot_ev": -208259.564,
  "spin_multiplicity": 2,
  "total_charge": 3,
  "e_lumo_ev": [-9.803, -9.921]
}